34
Properties=species:S:1:pos:R:3:lowdin_charge:R:1 method="wB97M-V/def2-TZVPD" relative_energy_kcal_mol=21.93 lumo_energy_ha=-0.0025
He -0.002 0.274 -0.674 0.1810
O 1.796 -0.271 2.608 -0.0451
H 1.380 0.256 3.291 0.0468
H 1.942 0.342 1.888 -0.0052
O -2.686 -1.258 0.507 -0.0649
H -1.872 -1.719 0.707 -0.0307
H -3.023 -1.695 -0.275 0.0258
O 0.645 2.734 -3.067 -0.0370
H 0.515 3.492 -2.496 0.0496
H -0.222 2.555 -3.430 0.0424
O -2.597 1.720 2.473 -0.0550
H -2.670 1.530 1.538 -0.0038
H -3.021 2.572 2.578 0.0276
O -0.663 -1.930 2.972 -0.0400
H -1.315 -1.234 3.056 0.0435
H 0.147 -1.473 2.745 0.0011
O 1.867 0.340 -2.207 -0.0949
H 1.368 0.880 -2.819 0.0057
H 1.404 -0.498 -2.193 -0.0187
O 4.211 -0.162 -0.541 -0.0518
H 4.204 -0.766 0.201 0.0295
H 3.296 -0.113 -0.820 -0.0279
O 0.483 -2.173 -1.813 -0.0551
H -0.015 -2.516 -1.071 -0.0064
H -0.093 -2.298 -2.567 0.0485
O -0.929 -3.314 0.477 -0.0481
H -0.634 -3.329 1.387 0.0394
H -1.657 -3.935 0.451 0.0717
O -2.426 2.303 -0.981 -0.0538
H -3.349 2.555 -0.972 0.0364
H -2.417 1.437 -1.389 0.0207
O 2.234 1.721 0.471 -0.0551
H 1.911 1.311 -0.331 -0.0269
H 2.189 2.661 0.296 0.0504